Record 1
The following is a DFT calculation (the ωB97M-V functional and the def2-TZVPD basis) of a molecular structure, C40H36I2MnN7O3.

E_LUMO (alpha / beta) in eV: -2.97 / -2.93
Frontier orbital gap (alpha / beta) in eV: 7.14 / 7.25
M in g/mol: 971.52
⟨S²⟩: 0.899
Max |F| in Eh/bohr: 0.0110
Multiplicity: 2
Total charge: +1

Atoms and positions in Å:
Mn  0.28  -0.59  -0.20
I  3.00  -3.51  4.86
C  2.79  -2.18  3.26
C  3.66  -2.25  2.18
C  3.48  -1.41  1.09
I  4.82  -1.47  -0.50
C  2.41  -0.50  1.03
O  2.08  0.17  -0.05
C  1.61  -0.38  2.20
C  0.61  0.76  2.24
N  -0.57  0.44  1.41
C  -1.48  1.59  1.27
C  -2.77  1.18  0.62
C  -3.73  0.48  1.33
C  -4.89  0.09  0.69
C  -5.05  0.42  -0.65
C  -4.04  1.14  -1.27
N  -2.92  1.52  -0.66
C  1.79  -1.23  3.28
H  4.47  -2.96  2.18
H  1.06  1.66  1.82
H  0.32  0.97  3.28
H  -1.08  -0.31  1.89
H  -0.98  2.33  0.66
H  -1.68  2.01  2.26
H  -3.58  0.25  2.38
H  -5.66  -0.46  1.22
H  -5.95  0.14  -1.19
H  -4.15  1.45  -2.31
H  1.16  -1.12  4.16
C  3.02  3.56  -1.38
O  2.35  2.66  -2.29
C  1.19  2.35  -1.68
N  0.95  2.78  -0.52
C  2.18  3.46  -0.08
C  1.93  4.79  0.59
C  3.02  5.61  0.88
C  2.83  6.84  1.51
C  1.55  7.25  1.85
C  0.47  6.44  1.57
C  0.66  5.21  0.93
C  0.28  1.50  -2.49
C  0.07  1.81  -3.83
C  -0.79  1.03  -4.58
C  -1.40  -0.05  -3.98
C  -1.12  -0.30  -2.65
N  -0.29  0.45  -1.90
C  -1.72  -1.40  -1.89
N  -1.67  -1.45  -0.61
C  -2.55  -2.58  -0.24
C  -2.55  -3.41  -1.53
O  -2.33  -2.39  -2.55
C  -2.22  -3.34  1.02
C  -1.05  -3.16  1.75
C  -0.81  -3.90  2.90
C  -1.73  -4.84  3.33
C  -2.90  -5.03  2.61
C  -3.14  -4.28  1.46
H  3.00  4.57  -1.80
H  4.05  3.22  -1.27
H  2.67  2.79  0.63
H  4.02  5.30  0.62
H  3.68  7.46  1.73
H  1.40  8.20  2.34
H  -0.53  6.76  1.83
H  -0.19  4.59  0.69
H  0.58  2.67  -4.25
H  -0.97  1.26  -5.62
H  -2.07  -0.71  -4.51
H  -3.55  -2.15  -0.11
H  -3.49  -3.91  -1.75
H  -1.72  -4.11  -1.58
H  -0.31  -2.43  1.43
H  0.11  -3.74  3.46
H  -1.54  -5.42  4.22
H  -3.63  -5.76  2.94
H  -4.07  -4.43  0.92
C  2.23  -1.05  -3.16
C  1.85  -2.22  -2.33
N  1.12  -2.24  -1.23
C  1.15  -3.54  -0.76
C  1.89  -4.31  -1.60
N  2.31  -3.47  -2.60
H  2.39  -0.19  -2.51
H  1.46  -0.81  -3.90
H  3.16  -1.25  -3.68
H  0.65  -3.84  0.14
H  2.14  -5.36  -1.58
H  2.93  -3.70  -3.35

=====

Record 2
The following is a DFT calculation (the ωB97M-V functional and the def2-TZVPD basis) of a gas-phase ion, C7H6N3OS (charge +1) in a non-equilibrium geometry.

E_LUMO (alpha / beta) in eV: -5.43 / -5.36
Frontier orbital gap (alpha / beta) in eV: 6.73 / 7.05
M in g/mol: 180.21
Max |F| in Eh/bohr: 0.0920
Multiplicity: 1
Total charge: +1

Atoms and positions in Å:
C  3.06  0.33  -0.20
C  2.56  0.86  0.98
C  -2.96  1.97  -1.20
C  -1.39  1.18  0.06
C  -0.27  0.85  0.62
C  -2.71  0.42  0.37
C  -3.06  -1.71  1.41
N  -1.75  2.07  -0.90
N  -2.98  -0.50  1.29
N  2.57  0.56  -1.37
O  -3.59  1.00  -0.38
S  1.05  1.60  1.19
H  3.91  -0.22  -0.06
H  3.00  1.00  1.96
H  -3.67  2.55  -1.87
H  -2.91  -2.34  0.62
H  -3.41  -2.22  2.31
H  3.05  0.08  -2.17